# 1
C23H32N4O10P3Ti | ωB97M-V/def2-TZVPD

Output
**Relative energy (zero: lowest compared OMol25 entry of this formula, charge and spin)**: 5.38 kcal/mol
**Orbital gap (alpha / beta)**: 7.906 / 8.592 eV
**HOMO level (alpha / beta)**: -7.83 / -8.52 eV

Geometry as ORCA input:
```
! RIJCOSX wB97M-V def2-TZVPD def2/J DEFGRID3
* xyz 0 2
Ti -0.602 -0.025 -0.626
O 2.506 -2.242 0.779
C 1.810 -1.252 0.759
O 0.527 -1.249 0.486
C 2.365 0.140 1.076
P 0.971 1.319 1.123
C 1.673 2.972 0.936
C 2.998 3.261 1.255
C 3.487 4.552 1.112
C 2.649 5.562 0.662
C 1.327 5.282 0.343
C 0.843 3.989 0.471
C 0.389 1.277 2.857
C 0.406 2.401 3.677
C -0.138 2.353 4.955
C -0.704 1.182 5.432
C -0.722 0.053 4.621
C -0.189 0.099 3.343
H 3.042 0.430 0.268
H 2.942 0.092 2.000
H 3.656 2.481 1.617
H 4.519 4.769 1.355
H 3.032 6.569 0.553
H 0.678 6.066 -0.022
H -0.175 3.761 0.178
H 0.845 3.325 3.323
H -0.113 3.238 5.579
H -1.126 1.143 6.428
H -1.154 -0.873 4.982
H -0.224 -0.782 2.713
O -2.550 0.339 -2.287
P -2.103 1.914 -2.216
O -3.190 2.842 -2.505
O -1.404 1.852 -0.853
O -0.935 1.958 -3.319
P 0.664 1.664 -3.135
O 1.196 3.025 -2.487
O 1.275 1.344 -4.423
O 0.771 0.655 -1.980
H -2.900 0.159 -3.171
H 1.430 3.670 -3.166
C -3.253 1.546 1.581
C -3.115 0.093 1.257
N -4.056 -0.749 1.705
O -2.160 -0.354 0.616
H -3.919 1.702 2.428
H -3.635 2.068 0.702
H -2.268 1.955 1.799
H -4.917 -0.401 2.087
H -4.035 -1.703 1.382
C 2.450 -4.206 -1.977
C 2.561 -2.802 -2.523
N 1.280 -2.128 -2.390
C 0.099 -2.711 -2.113
N -0.916 -1.936 -1.780
C -2.225 -2.566 -1.688
C -2.125 -3.944 -1.063
C -1.208 -4.782 -1.926
N 0.033 -4.068 -2.179
C 1.206 -4.845 -2.560
H 2.364 -4.170 -0.889
H 3.337 -4.785 -2.236
H 2.857 -2.825 -3.577
H 3.309 -2.226 -1.978
H 1.264 -1.115 -2.408
H -2.698 -2.638 -2.678
H -2.878 -1.921 -1.101
H -3.102 -4.425 -0.987
H -1.705 -3.849 -0.058
H -1.707 -5.021 -2.874
H -0.956 -5.729 -1.445
H 1.281 -4.928 -3.651
H 1.063 -5.852 -2.166
*
```

---

# 2
C23H32N4O4S | ωB97M-V/def2-TZVPD

Output
**Relative energy (zero: lowest compared OMol25 entry of this formula, charge and spin)**: 49.55 kcal/mol
**Orbital gap**: 9.301 eV
**HOMO level**: -8.84 eV
**Structure (SMILES)**: CC[C@@H](C(=O)NC1CCCCC1)N(Cc1cccs1)C(=O)CCC(=O)Nc1cc(C)on1

Geometry as ORCA input:
```
! RIJCOSX wB97M-V def2-TZVPD def2/J DEFGRID3
* xyz 0 1
C 1.777 4.547 0.991
C 1.662 3.218 1.726
H 0.662 3.130 2.150
H 2.376 3.179 2.550
C 1.962 2.025 0.810
N 0.979 1.854 -0.247
C -0.272 1.364 -0.104
O -1.001 1.230 -1.080
C -0.776 0.986 1.275
H -1.043 -0.074 1.235
H -0.016 1.104 2.041
C -2.026 1.809 1.644
C -3.345 1.093 1.363
O -4.220 1.012 2.197
N -3.422 0.577 0.109
C -4.486 -0.131 -0.396
N -4.429 -0.629 -1.611
O -5.608 -1.268 -1.829
C -6.387 -1.159 -0.738
C -5.730 -0.443 0.218
H -6.047 -0.168 1.200
C -7.730 -1.788 -0.764
H -8.228 -1.627 0.187
H -8.329 -1.359 -1.565
H -7.639 -2.857 -0.949
H -2.639 0.724 -0.538
H -2.018 2.044 2.709
H -2.034 2.752 1.091
C 1.438 2.125 -1.610
C 2.237 0.977 -2.133
C 1.765 -0.199 -2.633
C 2.794 -1.108 -2.968
C 4.031 -0.614 -2.709
S 3.972 0.972 -2.052
H 4.983 -1.080 -2.866
H 2.617 -2.082 -3.388
H 0.716 -0.397 -2.765
H 2.027 3.043 -1.613
H 0.545 2.259 -2.227
H 2.919 2.229 0.312
C 2.220 0.731 1.613
O 2.495 0.748 2.793
N 2.161 -0.383 0.865
H 1.944 -0.315 -0.119
C 2.441 -1.712 1.371
C 3.668 -2.295 0.667
C 3.963 -3.698 1.187
C 2.755 -4.607 0.981
C 1.531 -4.029 1.683
C 1.230 -2.624 1.168
H 0.369 -2.210 1.695
H 0.989 -2.666 0.103
H 0.665 -4.673 1.516
H 1.715 -3.986 2.758
H 2.970 -5.604 1.371
H 2.551 -4.703 -0.088
H 4.832 -4.107 0.669
H 4.201 -3.646 2.252
H 4.526 -1.641 0.833
H 3.476 -2.336 -0.408
H 2.646 -1.595 2.440
H 2.774 4.676 0.574
H 1.049 4.605 0.184
H 1.587 5.369 1.676
*
```

---

# 3
C23H32NO4Ru | ωB97M-V/def2-TZVPD

Output
**Relative energy (zero: lowest compared OMol25 entry of this formula, charge and spin)**: 29.56 kcal/mol
**Orbital gap (alpha / beta)**: 6.238 / 5.694 eV
**HOMO level (alpha / beta)**: -11.45 / -11.64 eV

Geometry as ORCA input:
```
! RIJCOSX wB97M-V def2-TZVPD def2/J DEFGRID3
* xyz 1 5
O -0.694 -1.191 -2.250
C -0.194 -2.596 -2.461
C -1.267 -3.010 -3.412
H -0.160 -3.174 -1.531
H 0.796 -2.579 -2.930
C -1.685 -1.529 -3.279
H -1.985 -3.727 -2.999
H -0.838 -3.258 -4.388
C -3.133 -1.425 -2.851
H -3.293 -1.829 -1.847
H -3.732 -2.013 -3.561
H -3.496 -0.394 -2.869
C -1.349 -0.721 -4.515
H -0.265 -0.760 -4.692
H -1.582 0.340 -4.368
H -1.896 -1.113 -5.383
Ru 0.341 1.535 0.130
C 2.035 3.209 -0.201
C 3.012 2.501 0.554
C 3.034 1.161 0.143
H 3.708 2.942 1.254
C 2.114 0.996 -0.950
C 1.522 2.311 -1.226
H 1.004 2.610 -2.125
H 1.756 4.256 -0.074
H 3.703 0.401 0.517
H 2.038 0.132 -1.605
C -1.278 3.421 1.163
C -0.990 3.375 -0.237
C -1.437 2.095 -0.728
H -0.653 4.212 -0.851
C -1.813 1.287 0.430
C -1.767 2.165 1.573
H -2.121 1.906 2.570
H -1.116 4.271 1.817
H -1.483 1.758 -1.761
H -2.307 0.320 0.369
O -1.112 -3.268 0.757
C -0.934 -1.826 0.567
C 0.516 -1.608 0.150
H -1.140 -1.257 1.503
H -1.651 -1.496 -0.199
C 1.317 -2.791 0.657
H 0.908 -0.611 0.359
H 0.612 -1.615 -0.907
C 0.197 -3.765 1.191
H 1.922 -2.463 1.506
H 1.978 -3.231 -0.128
H 0.288 -3.672 2.297
H 0.293 -4.812 0.826
O 0.034 -0.871 3.114
C 0.574 0.215 3.319
C 1.151 0.603 4.676
C 1.434 2.068 4.543
C 1.191 2.356 3.065
O 1.392 3.479 2.592
N 0.740 1.240 2.399
H 0.464 0.370 5.495
H 2.077 0.040 4.855
H 0.754 2.691 5.143
H 2.467 2.342 4.797
*
```

---

# 4
C23H33BInN15OSTe4 | ωB97M-V/def2-TZVPD

Output
**Relative energy (zero: lowest compared OMol25 entry of this formula, charge and spin)**: 19.34 kcal/mol
**Orbital gap (alpha / beta)**: 6.579 / 5.654 eV
**HOMO level (alpha / beta)**: -9.55 / -9.50 eV

Geometry as ORCA input:
```
! RIJCOSX wB97M-V def2-TZVPD def2/J DEFGRID3
* xyz 1 2
In -0.221 -0.158 0.046
C 1.701 -1.935 -3.008
C 1.780 -2.519 -1.637
C 2.198 -3.820 -1.335
C 2.158 -3.907 0.034
N 1.756 -2.719 0.518
N 1.495 -1.858 -0.506
B 1.414 -2.370 1.967
N -0.127 -2.490 2.170
C -0.850 -3.513 2.622
C -2.184 -3.156 2.600
C -2.206 -1.864 2.095
C -3.401 -0.982 1.955
N -0.952 -1.460 1.816
N 1.830 -0.911 2.308
C 2.514 -0.536 3.399
C 2.672 0.828 3.361
C 2.042 1.243 2.186
C 2.005 2.644 1.670
N 1.526 0.180 1.552
N 2.157 -3.290 2.911
C 3.480 -3.594 2.849
C 3.828 -4.192 4.029
C 2.638 -4.205 4.791
C 2.426 -4.757 6.163
N 1.645 -3.647 4.119
H 2.024 -2.685 -3.729
H 0.692 -1.613 -3.266
H 2.351 -1.067 -3.106
H 2.504 -4.578 -2.033
H 2.399 -4.718 0.698
H -0.364 -4.400 2.987
H -3.021 -3.739 2.942
H -4.054 -1.127 2.814
H -3.112 0.068 1.927
H -3.983 -1.225 1.067
H 2.857 -1.267 4.111
H 3.206 1.444 4.064
H 3.001 2.945 1.344
H 1.338 2.756 0.820
H 1.704 3.327 2.467
H 4.069 -3.352 1.980
H 4.794 -4.573 4.310
H 3.370 -5.081 6.596
H 1.985 -4.008 6.819
H 1.754 -5.615 6.137
C -5.547 0.970 -1.632
C -4.689 -0.219 -1.835
N -5.025 -1.318 -2.423
N -3.913 -2.112 -2.342
C -2.894 -1.536 -1.707
S -1.349 -2.122 -1.389
N -3.390 -0.321 -1.362
N -2.624 0.635 -0.716
H -6.532 0.763 -2.038
H -5.117 1.841 -2.130
H -5.645 1.195 -0.567
H -3.914 -3.026 -2.763
H -3.169 1.038 0.038
H -2.400 1.378 -1.396
Te 1.134 1.436 -1.782
Te 1.488 2.046 -4.958
Te -0.418 3.111 -3.317
Te -2.605 1.872 -4.071
C -1.419 3.567 4.579
N -1.358 3.087 3.215
C -1.619 3.923 2.065
C -1.418 2.938 0.923
O -1.567 3.198 -0.251
N -1.054 1.716 1.445
C -1.061 1.852 2.790
N -0.788 0.851 3.611
H -0.998 4.571 4.622
H -0.820 2.939 5.236
H -2.444 3.599 4.951
H -0.917 4.756 1.990
H -2.637 4.320 2.050
H -0.587 -0.057 3.210
H -0.772 0.968 4.607
*
```

---

# 5
C23H33BNO4P2Pb | ωB97M-V/def2-TZVPD

Output
**Orbital gap (alpha / beta)**: 4.255 / 3.569 eV
**HOMO level (alpha / beta)**: -9.21 / -8.77 eV

Geometry as ORCA input:
```
! RIJCOSX wB97M-V def2-TZVPD def2/J DEFGRID3
* xyz 1 1
C -1.365 1.505 -4.143
C -0.712 1.264 -2.880
N -1.306 0.423 -1.958
C -2.370 -0.292 -2.304
C -2.975 -0.158 -3.561
C -2.468 0.749 -4.489
C 0.605 1.772 -2.691
P 1.686 1.361 -1.361
Pb 0.087 0.878 0.876
P -2.297 -1.215 0.327
C -3.022 -1.266 -1.337
C 1.160 0.887 3.003
C 2.379 0.235 3.107
C 3.073 0.275 4.344
C 2.505 0.928 5.443
C 1.260 1.546 5.314
C 0.583 1.536 4.081
O -1.373 5.193 -2.743
O 0.946 5.787 1.012
H -0.951 2.291 -4.783
H -3.797 -0.818 -3.803
H -2.931 0.883 -5.469
C 2.745 0.027 -2.013
C 2.734 2.804 -0.957
H -4.101 -1.048 -1.285
H -2.873 -2.296 -1.689
H -0.625 4.731 -2.304
H 1.007 2.344 -3.552
C -2.978 -2.647 1.232
C -3.173 0.204 1.118
H 2.812 -0.293 2.248
H 4.045 -0.218 4.428
H 3.027 0.927 6.399
H 0.796 2.037 6.163
H -0.383 2.034 4.003
H -1.378 1.574 2.375
H 0.332 5.932 1.763
H 0.368 5.329 0.420
H -2.043 5.269 -2.012
H -1.713 2.225 2.197
H 3.118 0.254 -3.028
H 3.582 -0.163 -1.324
H 2.155 -0.898 -2.081
H 3.026 3.368 -1.850
H 2.255 3.509 -0.261
H 3.643 2.425 -0.475
H -4.247 0.009 1.308
H -2.744 0.313 2.127
H -3.034 1.111 0.495
H -4.073 -2.720 1.112
H -2.498 -3.559 0.844
H -2.737 -2.553 2.304
O 0.385 -2.320 1.183
B -0.364 -1.607 0.145
O 0.036 -2.111 -1.148
C 0.787 -3.217 -0.871
C 1.062 -4.256 -1.739
C 1.532 -5.448 -1.170
C 1.776 -5.557 0.205
C 1.556 -4.474 1.066
C 1.017 -3.325 0.510
H 0.878 -4.155 -2.812
H 1.706 -6.305 -1.824
H 2.138 -6.501 0.624
H 1.731 -4.518 2.141
*
```

---

# 6
C23H33Cl14N3O3P2 | ωB97M-V/def2-TZVPD

Output
**Orbital gap**: 5.603 eV
**HOMO level**: -7.23 eV
**Structure (SMILES)**: O=P(O)(O)Pc1cnc2c(CCCCn3cccc3)cccc2n1.ClCCl.ClCCl.ClCCl.ClCCl.ClCCl.ClCCl.ClCCl

Geometry as ORCA input:
```
! RIJCOSX wB97M-V def2-TZVPD def2/J DEFGRID3
* xyz 0 1
O 3.904 -3.114 2.103
P 3.359 -4.402 1.328
O 1.894 -4.900 2.189
O 4.577 -5.643 1.248
P 2.915 -3.680 -0.725
C 2.398 -1.813 -0.519
C 1.124 -1.525 0.448
N 0.629 -0.130 0.694
C 1.416 0.929 -0.026
C 0.920 2.504 0.238
C -0.317 2.885 1.254
C -1.815 2.727 0.608
C -2.346 1.185 0.447
C -2.512 0.356 1.851
N -3.388 -0.900 1.670
C -3.355 -1.890 0.498
C -4.423 -3.124 0.639
C -5.226 -2.836 2.047
C -4.485 -1.448 2.583
C 1.733 3.736 -0.551
C 3.016 3.402 -1.541
C 3.467 1.823 -1.713
C 2.673 0.542 -0.987
N 3.234 -0.822 -1.280
H 1.250 -4.111 2.206
H 5.090 -5.726 2.106
H 4.135 -3.690 -1.509
H 0.573 -2.423 0.974
H -0.206 2.328 2.298
H -0.189 4.045 1.503
H -1.826 3.215 -0.473
H -2.572 3.353 1.285
H -3.433 1.253 -0.043
H -1.658 0.669 -0.356
H -2.998 0.972 2.724
H -1.475 -0.044 2.281
H -2.675 -1.886 -0.466
H -4.657 -4.047 -0.041
H -6.090 -3.467 2.535
H -4.772 -0.902 3.580
H 1.446 4.875 -0.445
H 3.627 4.262 -2.086
H 4.411 1.582 -2.397
C 1.917 -2.305 -4.076
Cl 2.199 -3.946 -4.671
Cl 0.192 -1.918 -4.071
H 2.303 -2.224 -3.057
H 2.439 -1.597 -4.725
C 6.140 1.701 -5.479
Cl 5.619 2.875 -4.264
Cl 4.909 0.458 -5.732
H 6.319 2.221 -6.423
H 7.063 1.224 -5.140
C -9.085 -3.719 2.928
Cl -9.367 -3.255 1.246
Cl -7.521 -4.522 3.114
H -9.101 -2.822 3.552
H -9.876 -4.403 3.246
C 0.831 -7.794 2.887
Cl 1.113 -9.435 2.292
Cl -0.894 -7.407 2.892
H 1.217 -7.713 3.906
H 1.353 -7.086 2.238
C -1.569 -2.437 -7.147
Cl -1.287 -4.078 -7.741
Cl -3.294 -2.050 -7.142
H -1.183 -2.356 -6.127
H -1.047 -1.729 -7.795
C 0.719 7.830 1.035
Cl 1.042 7.446 2.730
Cl 0.462 6.360 0.088
H -0.177 8.453 0.976
H 1.574 8.373 0.624
C 1.919 10.199 4.737
Cl 2.067 11.243 6.155
Cl 1.838 11.153 3.250
H 2.788 9.538 4.689
H 1.008 9.603 4.827
*
```

---

# 7
C23H33Cl2N4O4Sn | ωB97M-V/def2-TZVPD

Output
**Orbital gap (alpha / beta)**: 3.508 / 3.583 eV
**HOMO level (alpha / beta)**: -1.04 / -1.11 eV

Geometry as ORCA input:
```
! RIJCOSX wB97M-V def2-TZVPD def2/J DEFGRID3
* xyz -1 1
O 0.956 1.707 -3.059
C 1.312 1.441 -4.206
C 2.042 2.422 -5.107
C 2.562 3.578 -4.481
H 2.630 3.598 -3.390
C 2.879 4.728 -5.217
H 3.197 5.640 -4.693
C 2.734 4.720 -6.619
H 2.889 5.638 -7.195
C 2.394 3.526 -7.276
H 2.347 3.520 -8.375
C 2.079 2.380 -6.518
H 1.808 1.458 -7.029
H 1.123 0.436 -4.640
C -2.769 0.808 -2.263
C -2.441 -0.159 -1.191
H -3.859 0.954 -2.376
H -2.381 0.465 -3.238
H -2.330 1.797 -2.090
C -3.151 -1.213 -0.781
C -4.674 -1.217 -0.771
H -2.678 -2.153 -0.426
H -5.064 -0.573 -1.575
H -5.058 -0.803 0.181
H -5.082 -2.232 -0.912
Sn -0.561 0.094 0.013
Cl -0.994 2.447 0.370
Cl 0.289 -0.855 -2.106
C -2.563 0.417 2.583
O -1.659 -0.277 2.003
N -3.014 0.143 3.805
C -2.496 -0.974 4.600
C -4.082 0.926 4.432
H -2.997 1.286 2.067
H -1.708 -1.475 4.038
H -3.310 -1.682 4.816
H -2.092 -0.594 5.549
H -4.338 1.763 3.782
H -3.761 1.317 5.407
H -4.985 0.322 4.589
H -0.192 -5.480 1.313
H 1.995 -5.768 0.056
C -0.555 -4.865 0.480
C 1.620 -5.086 -0.719
N 0.577 -4.213 -0.170
H -1.225 -4.089 0.856
C 0.724 -2.892 -0.095
O -0.034 -2.133 0.599
H 2.458 -4.489 -1.085
H 1.541 -2.490 -0.704
H -1.077 -5.513 -0.238
H 1.247 -5.703 -1.546
N 3.140 1.285 5.725
C 2.050 1.166 4.904
O 0.900 1.314 5.316
C 2.353 0.789 3.477
C 3.574 0.268 3.020
C 3.648 -0.130 1.688
C 2.510 -0.082 0.876
N 1.315 0.340 1.336
C 1.286 0.882 2.579
H 2.983 1.596 6.677
H 4.083 1.311 5.352
H 4.429 0.170 3.689
H 4.567 -0.505 1.247
H 2.537 -0.378 -0.177
H 0.351 1.375 2.841
*
```

---

| no. | electronic energy (Eh) |
| --- | --- |
| 1 | -3741.1508 |
| 2 | -1813.8469 |
| 3 | -1345.7299 |
| 4 | -3478.1071 |
| 5 | -2152.0187 |
| 6 | -8410.8811 |
| 7 | -2550.8583 |